P) Below is an isolated molecule of C4H13N3O, with properties calculated with the ωB97M-V functional and the def2-TZVPD basis.

Values from the calculation:
SMILES string: CNN(C)CN(C)O
HOMO-LUMO gap: 8.94 eV
HOMO level: -0.2935 Ha

The geometry in ORCA input format:
```
! wB97M-V def2-TZVPD RIJCOSX def2/J DEFGRID3
* xyz 0 1
C -2.901 0.358 -0.096
N -1.741 -0.307 0.456
N -0.489 -0.218 -0.548
C -0.179 -1.485 -1.177
C 0.268 0.086 0.588
N 1.786 0.381 -0.147
C 2.760 0.537 0.912
O 1.760 1.609 -0.849
H -3.661 0.467 0.681
H -3.342 -0.171 -0.948
H -2.593 1.354 -0.416
H -1.934 -1.270 0.737
H -0.958 -1.712 -1.903
H 0.790 -1.355 -1.660
H -0.092 -2.319 -0.464
H 0.040 1.067 1.018
H 0.511 -0.730 1.282
H 3.716 0.856 0.488
H 2.913 -0.435 1.380
H 2.452 1.275 1.672
H 0.894 2.012 -1.005
*
```

---

Q) Below is a structure of composition C4H13N3O, with properties calculated with the ωB97M-V functional and the def2-TZVPD basis.

Values from the calculation:
HOMO-LUMO gap: 8.06 eV
HOMO level: -0.2859 Ha

The geometry in ORCA input format:
```
! wB97M-V def2-TZVPD RIJCOSX def2/J DEFGRID3
* xyz 0 1
C 1.576 -2.131 0.106
C 0.728 1.790 0.914
N 1.637 -0.708 -0.126
N -0.136 0.636 0.926
H 2.085 -0.539 -1.026
H -0.172 0.018 1.728
H 0.948 2.126 -0.099
H 0.841 -2.392 0.870
H 1.380 -2.722 -0.794
H 2.564 -2.433 0.486
H 0.264 2.629 1.446
H 1.684 1.549 1.385
C -1.636 1.240 -0.939
C -0.763 0.137 -0.297
N -1.609 -0.948 0.203
O 0.210 -0.257 -1.200
H -2.591 -0.729 0.089
H -1.443 -1.780 -0.354
H -2.388 1.611 -0.236
H -2.158 0.827 -1.806
H -1.022 2.075 -1.278
*
```

---

R) Below is a cluster of 2 separate species, C4H13N3O in total, with properties calculated with the ωB97M-V functional and the def2-TZVPD basis.

Values from the calculation:
SMILES string: N/C=C/N.NCCO
HOMO-LUMO gap: 9.19 eV
HOMO level: -0.3075 Ha

The geometry in ORCA input format:
```
! wB97M-V def2-TZVPD RIJCOSX def2/J DEFGRID3
* xyz 0 1
N 1.670 0.798 0.944
C 2.111 0.839 -0.407
C 1.498 1.489 -1.385
N 1.926 1.405 -2.736
H 2.436 0.873 1.594
H 1.107 -0.025 1.148
H 2.980 0.218 -0.633
H 0.612 2.096 -1.204
H 1.716 2.253 -3.233
H 1.526 0.648 -3.279
N -2.902 -0.222 0.055
C -1.545 -0.782 0.228
C -1.412 -1.441 1.589
O -0.019 -1.598 1.890
H -3.021 -0.035 -0.929
H -2.890 0.709 0.466
H -0.775 -0.009 0.187
H -1.372 -1.516 -0.557
H -1.889 -2.421 1.652
H -1.891 -0.816 2.347
H 0.134 -2.463 2.261
*
```

---

R) ends up most stable, edging out the next structure by 208.3 kJ/mol.

---

P) Below is an isolated molecule of C4H13N3O, with properties calculated with the ωB97M-V functional and the def2-TZVPD basis.

Values from the calculation:
SMILES string: NCC(O)(CN)CN
HOMO-LUMO gap: 9.70 eV
HOMO level: -0.3190 Ha

The geometry in ORCA input format:
```
! wB97M-V def2-TZVPD RIJCOSX def2/J DEFGRID3
* xyz 0 1
N 1.971 1.041 -0.590
C 0.538 1.100 -0.907
C -0.138 0.194 0.128
O 0.412 0.352 1.351
C -1.632 0.580 0.164
N -2.298 -0.220 1.190
C -0.012 -1.270 -0.248
N 1.373 -1.725 -0.218
H 2.518 1.704 -1.142
H 2.375 0.106 -0.762
H 0.118 2.097 -0.849
H 0.348 0.658 -1.881
H 1.280 0.737 1.126
H -1.671 1.646 0.479
H -2.129 0.493 -0.815
H -3.288 0.050 1.274
H -1.889 0.000 2.119
H -0.442 -1.439 -1.231
H -0.637 -1.774 0.515
H 1.719 -1.625 0.747
H 1.482 -2.704 -0.450
*
```

---

Q) Below is a cluster of 2 separate species, C4H13N3O in total, with properties calculated with the ωB97M-V functional and the def2-TZVPD basis.

Values from the calculation:
HOMO-LUMO gap: 3.94 eV
HOMO level: -0.2675 Ha

The geometry in ORCA input format:
```
! wB97M-V def2-TZVPD RIJCOSX def2/J DEFGRID3
* xyz 0 1
C 1.842 -1.106 -0.310
C 0.408 -1.116 0.203
C -0.004 0.244 0.656
N -3.217 0.434 -0.742
C -2.438 -0.600 0.179
N -1.373 0.181 1.099
N 1.970 -0.124 -1.328
H 2.039 -2.147 -0.654
H 2.589 -1.039 0.654
H -0.291 -1.278 -0.620
H 0.247 -1.844 1.061
H 0.155 0.946 -0.223
H 0.591 0.652 1.560
H -2.841 0.134 -1.634
H -4.129 -0.013 -0.747
H -3.156 -0.755 0.972
H 2.451 0.994 -0.386
H 1.585 -0.322 -2.252
H -1.668 1.145 1.315
H 2.357 2.547 0.129
O 2.445 1.627 0.407
*
```

---

P) ends up most stable, edging out the next structure by 806.4 kJ/mol.

---

P) Below is a cluster of 2 separate species, C4H13N3O in total, with properties calculated with the ωB97M-V functional and the def2-TZVPD basis.

Values from the calculation:
SMILES string: CCN(C)N.NC=O
HOMO-LUMO gap: 9.44 eV
HOMO level: -0.3146 Ha

The geometry in ORCA input format:
```
! wB97M-V def2-TZVPD RIJCOSX def2/J DEFGRID3
* xyz 0 1
C -2.370 0.181 -0.352
C -0.994 0.037 -0.940
N 0.533 0.415 -0.013
C 0.271 1.575 0.840
N 1.616 0.702 -0.896
H -2.466 1.089 0.247
H -2.670 -0.694 0.223
H -3.092 0.274 -1.174
H -0.816 0.831 -1.666
H -0.857 -0.903 -1.469
H 1.163 1.852 1.417
H -0.532 1.338 1.538
H 0.001 2.448 0.239
H 2.081 1.609 -0.809
H 2.390 0.056 -0.736
N 1.495 -2.004 0.071
C 0.693 -1.297 1.005
O -0.498 -1.718 1.194
H 1.726 -2.964 0.288
H 1.072 -1.972 -0.855
H 1.255 -0.855 1.847
*
```

---

Q) Below is a cluster of 2 separate species, C4H13N3O in total, with properties calculated with the ωB97M-V functional and the def2-TZVPD basis.

Values from the calculation:
SMILES string: [H]/N=C/NC.CNCO
HOMO-LUMO gap: 9.83 eV
HOMO level: -0.3286 Ha

The geometry in ORCA input format:
```
! wB97M-V def2-TZVPD RIJCOSX def2/J DEFGRID3
* xyz 0 1
H -0.066 -1.812 3.602
N -0.035 -1.817 2.588
C 1.104 -1.410 2.195
N 1.442 -1.347 0.880
C 2.722 -0.827 0.433
H 1.896 -1.073 2.872
H 0.870 -1.891 0.257
H 2.636 0.205 0.101
H 3.433 -0.881 1.252
H 3.097 -1.422 -0.397
C -0.909 1.084 0.057
N -0.996 1.368 -1.365
C -2.276 1.000 -1.927
O -2.259 1.183 -3.323
H -1.521 1.787 0.630
H 0.116 1.200 0.398
H -1.250 0.083 0.332
H -0.272 0.882 -1.877
H -2.523 -0.057 -1.762
H -3.053 1.618 -1.466
H -2.157 2.128 -3.480
*
```

---

Q) ends up most stable, edging out the next structure by 224.2 kJ/mol.

---

P) Below is an isolated molecule of C3H10N4, with properties calculated with the ωB97M-V functional and the def2-TZVPD basis.

Values from the calculation:
HOMO-LUMO gap (spin up / spin down): 7.70 / 7.70 eV
HOMO level (spin up / spin down): -0.2582 / -0.2584 Ha

The geometry in ORCA input format:
```
! wB97M-V def2-TZVPD RIJCOSX def2/J DEFGRID3
* xyz 0 1
C 1.557 -1.237 -0.244
C 1.425 1.099 0.863
C 0.741 0.125 -0.158
N -2.679 -0.083 -0.414
N -3.036 -0.002 0.836
N -1.413 -0.062 -0.766
N -0.576 -0.130 0.222
H 2.618 -1.003 -0.178
H 1.152 -1.879 0.550
H 1.399 -1.740 -1.170
H 0.708 1.777 1.337
H 1.910 1.871 0.237
H 2.144 0.859 1.596
H 0.710 0.452 -1.174
H -3.401 0.209 -1.069
H -2.193 -0.198 1.303
H -1.065 -0.057 -1.770
*
```

---

Q) Below is an isolated molecule of C3H10N4, with properties calculated with the ωB97M-V functional and the def2-TZVPD basis.

Values from the calculation:
HOMO-LUMO gap (spin up / spin down): 7.55 / 6.68 eV
HOMO level (spin up / spin down): -0.2389 / -0.2091 Ha

The geometry in ORCA input format:
```
! wB97M-V def2-TZVPD RIJCOSX def2/J DEFGRID3
* xyz 0 1
C -0.775 0.332 0.880
C -0.775 -0.774 1.904
N -0.228 0.756 -1.181
N -1.520 0.528 -1.714
N 2.338 0.390 -0.847
C 1.451 -0.496 -0.268
N 0.162 -0.383 -0.448
H -1.502 -0.260 -2.362
H -1.762 1.366 -2.233
H 3.315 0.140 -0.866
H 1.875 1.012 -1.505
H -1.774 0.548 0.517
H -0.249 1.225 1.205
H 1.826 -1.259 0.398
H -1.388 -0.439 2.749
H 0.227 -0.999 2.268
H -1.220 -1.685 1.505
*
```

---

R) Below is a cluster of 2 separate species, C3H10N4 in total, with properties calculated with the ωB97M-V functional and the def2-TZVPD basis.

Values from the calculation:
SMILES string: [H]/N=C(/N)NC.C=N
HOMO-LUMO gap: 9.92 eV
HOMO level: -0.3347 Ha

The geometry in ORCA input format:
```
! wB97M-V def2-TZVPD RIJCOSX def2/J DEFGRID3
* xyz 0 1
H 0.258 -0.811 1.850
N -0.711 -0.548 1.714
C -0.994 -0.207 0.518
N -2.325 0.029 0.152
N -0.147 -0.440 -0.665
C 0.945 -1.403 -0.570
H -2.892 0.155 0.979
H -2.474 0.778 -0.510
H -0.701 -0.585 -1.504
H 1.418 -1.490 -1.546
H 0.630 -2.385 -0.210
H 1.685 -1.004 0.124
C 0.751 1.567 -0.291
N 2.007 1.553 -0.157
H 0.299 1.920 -1.211
H -0.112 1.652 0.591
H 2.364 1.217 0.735
*
```

---

R) ends up most stable, edging out the next structure by 298.5 kJ/mol.

---

P) Below is a cluster of 3 separate species, C3H10N4 in total, with properties calculated with the ωB97M-V functional and the def2-TZVPD basis.

Values from the calculation:
HOMO-LUMO gap (spin up / spin down): 8.01 / 8.01 eV
HOMO level (spin up / spin down): -0.2741 / -0.2741 Ha

The geometry in ORCA input format:
```
! wB97M-V def2-TZVPD RIJCOSX def2/J DEFGRID3
* xyz 0 1
C 1.221 0.361 0.693
C -2.324 -1.035 0.156
C -1.134 -0.722 -0.695
N 1.072 0.435 2.011
N -0.927 -1.003 -1.897
H 0.490 1.166 2.397
H 1.519 -0.172 2.694
H -1.681 -1.512 -2.362
H -0.297 -0.156 -0.182
H 1.862 -0.501 0.436
H -3.053 -1.647 -0.381
H -2.003 -1.561 1.056
H -2.801 -0.107 0.467
N 2.518 2.077 -0.716
N 2.161 1.808 -1.827
H 1.393 1.106 -1.935
H 1.982 1.463 0.085
*
```

---

Q) Below is a cluster of 2 separate species, C3H10N4 in total, with properties calculated with the ωB97M-V functional and the def2-TZVPD basis.

Values from the calculation:
SMILES string: [H]/N=C\N=N\C.CN
HOMO-LUMO gap: 9.28 eV
HOMO level: -0.3166 Ha

The geometry in ORCA input format:
```
! wB97M-V def2-TZVPD RIJCOSX def2/J DEFGRID3
* xyz 0 1
H 2.332 -1.594 -1.092
N 1.954 -2.197 -0.354
C 1.322 -1.571 0.546
N 1.283 -0.230 0.741
N 0.803 0.601 -0.040
C 1.064 1.972 0.274
H 0.920 -2.145 1.374
H 1.591 2.112 1.224
H 1.660 2.383 -0.551
H 0.105 2.498 0.284
C -1.810 -0.578 -0.821
N -1.633 0.308 0.315
H -1.067 -1.370 -0.767
H -1.639 -0.008 -1.731
H -2.806 -1.038 -0.877
H -1.759 -0.201 1.184
H -2.317 1.056 0.291
*
```

---

Q) ends up most stable, edging out the next structure by 234.3 kJ/mol.

---

P) Below is a cluster of 2 separate species, C3H11N2S in total, with properties calculated with the ωB97M-V functional and the def2-TZVPD basis.

Values from the calculation:
HOMO-LUMO gap: 8.64 eV
HOMO level: -0.4506 Ha

The geometry in ORCA input format:
```
! wB97M-V def2-TZVPD RIJCOSX def2/J DEFGRID3
* xyz 1 1
C -0.161 -1.202 -1.848
S -0.933 0.179 -0.969
C -1.171 1.361 -2.306
H 0.760 -1.448 -1.330
H -0.813 -2.070 -1.870
H 0.088 -0.868 -2.846
H -1.226 2.366 -1.899
H -2.045 1.177 -2.911
H -0.283 1.328 -2.924
N 0.633 -1.232 2.574
C 0.915 0.031 2.768
N 0.681 0.955 1.872
H 0.419 -1.548 1.639
H 0.741 -1.950 3.272
H 1.419 0.332 3.678
H 0.622 1.920 2.156
H 0.354 0.671 0.942
*
```

---

Q) Below is a cluster of 3 separate species, C3H11N2S in total, with properties calculated with the ωB97M-V functional and the def2-TZVPD basis.

Values from the calculation:
HOMO-LUMO gap: 3.97 eV
HOMO level: -0.5017 Ha

The geometry in ORCA input format:
```
! wB97M-V def2-TZVPD RIJCOSX def2/J DEFGRID3
* xyz 1 1
N -0.922 0.880 4.200
C 0.943 -0.057 -1.898
C 1.771 -0.096 -2.933
S -0.303 0.762 0.989
C 0.335 -1.367 -1.322
N -1.113 -1.253 -1.286
H -0.613 1.828 4.226
H -0.950 0.304 3.374
H -0.679 0.429 5.064
H 0.764 0.832 -1.297
H 2.121 -1.015 -3.378
H 2.214 0.803 -3.347
H -0.760 1.672 1.855
H 0.697 -1.483 -0.301
H 0.657 -2.242 -1.885
H -1.453 -0.838 -2.161
H -1.342 -0.571 -0.551
*
```

---

P) ends up most stable, edging out the next structure by 660.5 kJ/mol.

---

P) Below is a structure of composition C3H11N2S, with properties calculated with the ωB97M-V functional and the def2-TZVPD basis.

Values from the calculation:
HOMO-LUMO gap: 11.14 eV
HOMO level: -0.5355 Ha

The geometry in ORCA input format:
```
! wB97M-V def2-TZVPD RIJCOSX def2/J DEFGRID3
* xyz 1 1
C 0.338 -1.305 2.179
C -0.568 -1.669 1.017
C -0.250 -0.750 -0.155
N 0.760 1.456 -2.157
N -0.750 0.378 -0.247
S 0.311 2.658 -3.049
H 1.316 -1.515 1.897
H 0.020 -1.744 3.091
H 0.372 -0.233 2.140
H -0.592 -2.626 0.547
H -1.570 -1.271 1.348
H 0.476 -1.034 -0.949
H 1.014 0.609 -2.722
H -1.005 2.912 -2.519
H -1.321 0.575 0.572
H 0.080 1.110 -1.111
H 0.721 3.933 -2.335
*
```

---

Q) Below is a cluster of 2 separate species, C3H11N2S in total, with properties calculated with the ωB97M-V functional and the def2-TZVPD basis.

Values from the calculation:
HOMO-LUMO gap: 7.20 eV
HOMO level: -0.4515 Ha

The geometry in ORCA input format:
```
! wB97M-V def2-TZVPD RIJCOSX def2/J DEFGRID3
* xyz 1 1
C -1.155 3.084 0.720
C -1.600 1.635 1.176
S -0.793 0.390 0.239
H -1.399 3.693 -0.267
H -0.106 3.129 0.827
H -1.542 3.593 1.581
H -1.291 1.506 2.269
H -2.695 1.408 1.262
H -1.936 -0.165 -0.416
N 1.877 -2.122 0.328
C 1.392 -2.359 -0.958
N 1.277 -1.325 -1.846
H 1.504 -1.345 0.832
H 2.314 -2.838 0.964
H 1.288 -3.391 -1.441
H 0.666 -1.317 -2.562
H 1.977 -0.549 -1.886
*
```

---

Q) ends up most stable, edging out the next structure by 138.6 kJ/mol.